Here is a cluster of 3 separate species, C3H12N4 in total at a distorted geometry from the OMol25 dataset. Energies are from the ωB97M-V functional and the def2-TZVPD basis.

Each line ends with the Mulliken charge.
Geometry (Å):
1 C 0.783051 1.157560 1.168843  -0.871
2 N 0.506831 0.236618 0.072243  0.046
3 N 0.675615 0.620205 -1.263042  -0.649
4 C 1.824839 -2.018785 0.697668  -0.275
5 N 2.120176 -0.929429 0.170769  -0.419
6 H 1.625583 0.398324 -1.549186  0.293
7 H 0.533359 1.618671 -1.380596  0.211
8 H 1.862826 1.254533 1.283919  0.338
9 H 0.355250 0.741124 2.077710  0.294
10 H 0.293483 2.111651 0.976443  0.354
11 H 0.821777 -2.277377 1.088946  0.192
12 H 2.556222 -2.835971 0.758733  0.280
13 C -2.382012 -0.235450 -0.903837  -0.726
14 N -1.778552 0.522805 0.173136  -0.575
15 H -1.837329 1.512123 -0.076763  0.200
16 H -0.264027 -0.483165 0.255454  0.460
17 H -3.467779 -0.056622 -0.941421  0.304
18 H -2.253360 -1.305382 -0.703060  0.268
19 H -1.975954 -0.031433 -1.905959  0.275

Cartesian forces (eV/Å) of the 3 atoms listed first:
C -0.345 -0.307 -0.539
N -1.601 -1.269 0.427
N -0.151 0.036 0.133

The energy above the lowest of the compared OMol25 structures with the same formula, charge and spin is 156.68 kcal/mol. The highest occupied orbital energy (spin up / spin down) is -6.638 / -8.118 eV. For the calculated total energy, the calculation gives -340.2807 Eh. As for the gap between HOMO and LUMO (spin up / spin down): 6.979 / 9.061 eV.


Here is a cluster of 2 separate species, C3H7O3 in total at a distorted geometry from the OMol25 dataset. Energies are from the ωB97M-V functional and the def2-TZVPD basis.

Each line ends with the Mulliken charge.
Geometry (Å):
1 C -1.544521 -1.221354 0.333537  -0.673
2 C -0.209543 -1.399134 1.105965  0.597
3 O 0.365930 -0.318126 1.456638  -0.813
4 O 0.183556 -2.560395 1.291122  -0.710
5 H -1.539333 -0.276484 -0.201982  0.165
6 H -2.362773 -1.161802 1.063758  0.221
7 H -1.637231 -2.101916 -0.306828  0.258
8 C 1.098511 1.849913 -0.917079  -0.545
9 O 1.299383 0.454148 -0.894534  -0.520
10 H 1.058439 0.116076 0.011224  0.362
11 H 0.037552 2.077654 -1.033156  0.201
12 H 1.610437 2.222718 -1.815627  0.216
13 H 1.639595 2.318702 -0.093041  0.240

Cartesian forces (eV/Å) of the 3 atoms listed first:
C 0.371 -0.203 0.521
C -0.003 0.269 -0.011
O -0.062 -0.307 -0.001

The energy above the lowest of the compared OMol25 structures with the same formula, charge and spin is 17.88 kcal/mol. The highest occupied orbital energy is -4.374 eV. For the calculated total energy, the calculation gives -344.2817 Eh. As for the gap between HOMO and LUMO: 8.472 eV. Its charge is -1.


Here is a cluster of 6 separate species, C20H50N5O8S in total at a distorted geometry from the OMol25 dataset. Energies are from the ωB97M-V functional and the def2-TZVPD basis.

Each line ends with the Mulliken charge.
Geometry (Å):
1 S -1.454048 0.016885 0.159371  1.121
2 O -1.908581 -1.110127 -0.634440  -0.771
3 O -0.396453 0.690641 -0.565463  -0.790
4 O -2.547115 0.968103 0.265887  -0.817
5 O -1.013695 -0.409005 1.448580  -0.724
6 C -5.382697 -1.430618 5.213366  -0.892
7 C -4.938200 -0.030653 5.674741  0.501
8 O -5.791576 0.805644 5.939081  -0.410
9 N -3.423704 0.159221 5.914482  -0.180
10 H -3.010896 -0.062365 5.019726  0.394
11 H -3.259825 1.149837 6.023649  0.359
12 C -2.982656 -0.732735 7.159042  -0.780
13 H -4.616180 -2.158972 5.478035  0.297
14 H -5.683175 -1.558106 4.173384  0.306
15 H -6.212753 -1.809835 5.809446  0.332
16 H -3.463924 -0.197857 7.977819  0.375
17 H -1.917525 -0.567671 7.321391  0.354
18 H -3.036552 -1.821394 7.157414  0.340
19 C -1.011985 6.468317 -1.167398  -1.001
20 C -0.930535 6.433367 -2.652435  0.499
21 O -1.269931 7.365295 -3.396362  -0.457
22 N -0.568379 5.163636 -3.307497  -0.180
23 H -0.457380 4.454359 -2.597064  0.394
24 H -1.299251 4.789158 -3.895441  0.368
25 C 0.776640 5.299237 -4.052551  -0.734
26 H -1.152725 7.512335 -0.887542  0.337
27 H -0.081047 6.057395 -0.776747  0.392
28 H -1.921313 5.964890 -0.839096  0.350
29 H 0.714178 6.164533 -4.712449  0.337
30 H 0.726014 4.314826 -4.517818  0.358
31 H 1.448848 5.384341 -3.198741  0.331
32 C -7.802044 2.337577 -1.303892  -1.003
33 C -8.016293 1.320617 -2.452277  0.659
34 O -8.969516 1.218145 -3.225953  -0.408
35 N -6.727990 0.590586 -2.833910  -0.210
36 H -6.263992 1.159933 -3.527193  0.336
37 H -6.060434 0.691425 -2.082722  0.383
38 C -6.914665 -0.858345 -3.131270  -0.803
39 H -8.299023 3.288986 -1.493433  0.343
40 H -6.772493 2.683170 -1.210601  0.355
41 H -8.231836 1.964145 -0.374424  0.300
42 H -7.116271 -1.379940 -2.195653  0.323
43 H -6.043609 -1.170810 -3.707235  0.325
44 H -7.767837 -0.960144 -3.801982  0.394
45 C -0.569427 -4.742786 -7.528094  -0.800
46 C -0.138343 -4.630700 -6.090370  0.403
47 O -0.174167 -5.588716 -5.335661  -0.410
48 N 0.257248 -3.201087 -5.541619  -0.195
49 H -0.003100 -2.455364 -6.171074  0.410
50 H -0.213181 -3.056649 -4.659622  0.373
51 C 1.825362 -3.051762 -5.281469  -0.747
52 H -1.459005 -5.358225 -7.393893  0.320
53 H 0.178905 -5.345962 -8.042167  0.288
54 H -0.852374 -3.762912 -7.912651  0.343
55 H 2.129133 -3.297249 -4.263851  0.328
56 H 1.923893 -1.976998 -5.434071  0.358
57 H 2.539425 -3.591534 -5.903439  0.327
58 C 3.763527 -3.601166 3.458345  -1.357
59 C 4.964910 -2.691790 3.717518  -0.124
60 C 5.165270 -1.844732 2.376435  -0.970
61 N 6.376378 -0.917737 2.265821  0.230
62 C 7.620000 -1.779216 2.442456  -1.163
63 C 6.382722 0.225165 3.292794  -0.710
64 C 5.681512 1.420453 2.605218  -0.663
65 C 5.951114 1.296623 1.079651  -0.621
66 C 6.487897 -0.128590 0.957033  -0.547
67 H 2.804720 -3.093510 3.353079  0.360
68 H 3.560935 -4.469208 4.085684  0.365
69 H 3.902601 -4.018275 2.460956  0.340
70 H 5.834188 -3.320911 3.909018  0.335
71 H 4.863422 -2.083939 4.616579  0.323
72 H 4.291290 -1.219349 2.194327  0.432
73 H 5.302661 -2.389059 1.442133  0.539
74 H 7.593947 -1.924260 3.522451  0.499
75 H 8.539937 -1.245586 2.203612  0.452
76 H 7.511158 -2.713229 1.891216  0.330
77 H 7.393042 0.498492 3.597171  0.429
78 H 5.961068 -0.219138 4.194412  0.367
79 H 6.198924 2.348391 2.848784  0.358
80 H 4.662870 1.265478 2.960812  0.401
81 H 6.514222 2.080383 0.572966  0.394
82 H 4.958907 1.220523 0.634880  0.274
83 H 7.474208 -0.299413 0.525632  0.412
84 H 5.846626 -0.494484 0.155170  0.314

Cartesian forces (eV/Å) of the 3 atoms listed first:
S -0.800 0.388 -1.754
O -0.782 -2.291 -1.322
O 2.821 1.384 -1.427

The highest occupied orbital energy is -9.585 eV. For the calculated total energy, the calculation gives -2064.7206 Eh. As for the gap between HOMO and LUMO: 3.457 eV. Its charge is +3.


Here is the molecule C6H11NOSi at a distorted geometry from the OMol25 dataset. Energies are from the ωB97M-V functional and the def2-TZVPD basis.

Each line ends with the Mulliken charge.
Geometry (Å):
1 C -1.746866 -0.297422 2.224865  -0.810
2 C -3.837276 -0.497916 0.823413  0.081
3 C -0.932453 -0.240724 1.191928  0.393
4 C 2.018223 0.523377 0.768925  -1.065
5 C -0.418485 1.276947 -1.020045  -1.050
6 C 0.957386 -1.528484 -1.322241  -1.154
7 N -2.459763 -0.751523 1.137999  -0.162
8 O -4.379679 -0.585916 -0.286055  -0.471
9 Si 0.417404 -0.107800 -0.146738  0.526
10 H -1.944265 0.079510 3.130572  0.439
11 H -4.508591 -0.453672 1.676519  0.330
12 H 1.862337 1.576325 1.049438  0.314
13 H 2.373791 0.029487 1.736003  0.309
14 H 2.679920 0.530739 -0.053809  0.303
15 H 0.321210 1.860902 -1.568558  0.351
16 H -1.263028 0.831872 -1.490512  0.316
17 H -0.859112 1.976988 -0.330800  0.325
18 H 0.953356 -1.638754 -2.456668  0.355
19 H 1.932006 -1.888159 -1.041482  0.371
20 H 0.296824 -2.364559 -0.936946  0.299

Cartesian forces (eV/Å) of the 3 atoms listed first:
C -2.836 -2.667 2.380
C -0.716 -1.251 -2.609
C 2.009 -0.905 -6.107

The energy above the lowest of the compared OMol25 structures with the same formula, charge and spin is 25.48 kcal/mol. The highest occupied orbital energy (spin up / spin down) is -5.694 / -10.463 eV. As for the expectation value of S²: 2.012. As for the spin multiplicity: 3. For the calculated total energy, the calculation gives -654.4667 Eh. As for the gap between HOMO and LUMO (spin up / spin down): 6.363 / 8.954 eV.


Here is the molecule C3H4ClNOS at a distorted geometry from the OMol25 dataset. Energies are from the ωB97M-V functional and the def2-TZVPD basis.

Each line ends with the Mulliken charge.
Geometry (Å):
1 C 1.596557 0.922291 0.028454  -0.006
2 C 0.502261 0.136949 0.017876  0.055
3 C -0.842880 0.755472 0.018352  0.503
4 H 3.145666 -0.484560 -0.001051  0.190
5 H 3.601802 1.191826 -0.098162  0.212
6 H 1.396774 1.975025 0.104793  0.368
7 H -1.679591 -1.441216 0.237650  0.113
8 N 2.884372 0.501685 -0.082204  -0.396
9 O -0.959738 1.951506 0.050447  -0.553
10 S -2.343760 -0.244109 -0.056856  -0.200
11 Cl 0.646304 -1.608673 0.026484  -0.287

Cartesian forces (eV/Å) of the 3 atoms listed first:
C 0.230 -0.952 -0.239
C -0.480 -0.491 0.202
C -0.006 -0.272 0.128

The SMILES is N/C=C(\Cl)C(=O)S. The energy above the lowest of the compared OMol25 structures with the same formula, charge and spin is 0.00 kcal/mol. The highest occupied orbital energy is -8.848 eV. For the calculated total energy, the calculation gives -1105.0841 Eh. As for the gap between HOMO and LUMO: 9.388 eV.